# C27H45CoN6O3PS

C27H45CoN6O3PS as an isolated structure at a distorted geometry (the ωB97M-V functional and the def2-TZVPD basis, the Open Molecules 2025 dataset).

```
84
Properties=species:S:1:pos:R:3:forces:R:3:lowdin_charge:R:1
Co -0.354 0.381 -0.850 0.5 0.8 0.8 0.314
C 1.753 1.209 -4.452 0.0 -0.2 0.0 -0.006
C 1.536 0.999 -2.977 1.2 0.5 0.7 -0.453
O 0.486 0.349 -2.638 -1.1 -0.3 0.5 -0.178
C 2.482 1.475 -2.075 -0.4 0.1 -1.2 -0.026
C 2.410 1.347 -0.681 -1.0 -0.6 1.0 -0.328
C 3.570 1.771 0.164 0.2 -0.1 -0.1 -0.016
N 1.331 0.864 -0.076 0.6 0.6 -1.1 -0.051
N 1.413 0.717 1.290 -0.9 -0.3 0.6 0.102
C 0.207 0.546 1.787 1.5 0.3 0.1 -0.445
O -0.864 0.584 1.082 -0.9 -0.4 -1.4 -0.136
C 0.099 0.310 3.249 -0.2 0.1 -0.1 -0.160
C -1.138 0.448 3.870 0.0 0.0 0.0 -0.037
C -1.264 0.220 5.232 0.0 0.0 0.0 -0.072
C -0.155 -0.161 5.977 0.0 0.0 0.0 -0.078
C 1.080 -0.314 5.356 0.0 0.0 -0.1 -0.073
C 1.209 -0.072 3.997 0.0 0.0 0.1 -0.032
H 0.829 1.023 -4.995 0.0 0.0 0.0 0.086
H 2.522 0.524 -4.817 0.0 0.0 0.0 0.093
H 2.101 2.221 -4.653 0.0 0.0 0.0 0.090
H 3.359 1.952 -2.490 0.0 0.1 0.0 0.113
H 4.418 2.036 -0.463 0.0 0.0 0.0 0.084
H 3.854 0.982 0.858 0.0 0.0 0.0 0.080
H 3.289 2.628 0.779 0.0 0.0 0.0 0.085
H -1.996 0.729 3.273 0.0 0.0 0.0 0.115
H -2.225 0.339 5.715 0.0 0.0 0.0 0.106
H -0.250 -0.331 7.041 0.0 0.0 0.0 0.106
H 1.942 -0.617 5.936 0.0 0.0 0.0 0.105
H 2.166 -0.177 3.503 0.0 0.0 0.0 0.105
C -3.238 -3.472 -1.214 0.1 0.0 -0.1 -0.004
N -2.081 -3.188 -2.055 -0.1 -0.1 0.2 -0.096
C -1.241 -4.132 -2.621 -0.1 0.1 0.0 -0.027
C -0.274 -3.460 -3.279 -0.1 0.1 0.0 -0.041
N -0.555 -2.122 -3.120 0.1 -0.1 -0.1 0.094
C -1.639 -1.958 -2.352 0.1 0.1 -0.2 -0.677
S -2.320 -0.449 -1.887 0.1 -0.1 0.4 0.811
H -3.103 -4.453 -0.766 0.0 0.0 0.0 0.097
H -4.152 -3.459 -1.805 0.0 0.0 0.0 0.102
H -3.298 -2.710 -0.442 0.0 0.0 0.0 0.069
H -1.420 -5.187 -2.517 0.0 0.0 0.0 0.128
H 0.558 -3.815 -3.857 0.0 0.0 0.0 0.125
H 0.010 -1.321 -3.387 0.0 0.1 0.0 0.124
C 2.624 -2.053 -0.871 0.0 -0.1 0.0 -0.024
N 2.009 -2.512 0.366 0.0 -0.3 -0.2 -0.095
C 2.948 -3.033 1.348 0.0 0.2 0.1 -0.043
C 0.672 -2.365 0.538 0.2 0.3 0.3 -0.444
O 0.012 -1.633 -0.231 -0.2 0.1 -0.6 -0.068
N 0.029 -2.993 1.558 0.0 0.1 0.0 -0.093
C -1.281 -2.508 1.976 0.0 -0.1 0.0 -0.023
C 0.476 -4.182 2.266 -0.1 -0.1 -0.1 -0.045
H 3.091 -2.892 -1.394 0.0 0.0 0.0 0.100
H 3.396 -1.316 -0.643 0.0 0.0 0.0 0.089
H 1.882 -1.592 -1.511 0.0 0.0 0.0 0.065
H 3.912 -2.564 1.155 0.0 0.0 0.0 0.093
H 3.085 -4.113 1.281 0.0 0.0 0.0 0.088
H 2.651 -2.762 2.358 -0.1 0.0 0.0 0.085
H -1.560 -1.634 1.399 0.0 0.0 0.0 0.073
H -1.248 -2.240 3.034 0.0 0.0 0.0 0.094
H -2.029 -3.295 1.843 0.0 0.0 0.0 0.090
H 1.130 -4.791 1.649 0.0 0.0 0.0 0.084
H -0.408 -4.778 2.492 0.0 0.0 0.0 0.092
H 0.972 -3.953 3.211 0.0 0.0 0.0 0.093
C -3.724 1.925 0.144 0.0 0.0 0.0 -0.144
C -3.084 2.499 -1.125 -0.1 -0.2 0.2 -0.396
P -1.263 2.492 -1.069 0.4 -0.5 0.0 0.991
C -0.898 3.643 0.289 0.3 -0.1 0.1 -0.340
C 0.576 4.032 0.398 0.0 0.1 0.0 -0.112
C -0.736 3.324 -2.596 0.1 -0.1 -0.2 -0.356
C -1.209 4.766 -2.766 0.0 0.0 0.0 -0.119
H -4.810 1.948 0.057 0.0 0.0 0.0 0.081
H -3.451 2.505 1.025 0.0 0.0 0.0 0.069
H -3.420 0.894 0.315 0.0 0.0 0.0 0.033
H -3.399 3.533 -1.272 0.1 0.0 0.0 0.086
H -3.391 1.936 -2.008 0.0 0.0 0.0 0.046
H -1.223 3.153 1.208 0.0 0.0 0.0 0.078
H -1.528 4.522 0.141 0.0 0.0 0.0 0.094
H 1.194 3.160 0.595 -0.1 0.1 0.1 0.032
H 0.723 4.735 1.217 0.0 0.0 0.0 0.086
H 0.940 4.507 -0.515 0.0 0.0 0.0 0.074
H -1.096 2.691 -3.413 0.0 0.0 0.0 0.094
H 0.355 3.266 -2.628 0.0 0.0 0.0 0.072
H -2.296 4.844 -2.765 0.0 0.0 0.0 0.070
H -0.858 5.162 -3.718 0.0 0.0 0.0 0.081
H -0.823 5.413 -1.979 0.0 0.0 0.0 0.068
```
Forces are in eV/Å.

Results
- spin multiplicity = 1
- charge = +1
- HOMO level (spin up / spin down) (eV) = -9.7725 / -9.7725
- E_tot (hartree) = -3732.2985
- energy relative to the best compared isomer or geometry (same formula, charge and spin) (kcal/mol) = 0.0
- Kohn-Sham gap (spin up / spin down) (eV) = 6.97 / 6.97
- F_max (eV/Å) = 1.7

=====

# C27H45FMnN4O2Sb2Te

C27H45FMnN4O2Sb2Te as an isolated structure (the ωB97M-V functional and the def2-TZVPD basis, the Open Molecules 2025 dataset).

```
83
Properties=species:S:1:pos:R:3:forces:R:3:lowdin_charge:R:1
Mn 1.133 -0.210 -0.165 0.2 0.6 -0.5 0.421
C -2.034 3.990 2.484 0.0 -0.1 0.0 -0.346
Sb -1.333 2.057 1.869 0.0 0.0 0.1 1.315
C 0.194 1.943 3.357 0.0 0.0 0.0 -0.319
C -2.881 0.958 2.966 0.0 0.0 -0.1 -0.321
C -2.363 0.296 4.196 0.0 0.0 0.0 -0.305
C -2.324 1.022 5.385 0.0 0.0 0.0 -0.067
C -1.784 0.495 6.543 0.0 0.0 0.0 -0.075
C -1.275 -0.795 6.535 0.0 0.0 0.0 -0.074
C -1.335 -1.540 5.371 0.0 0.0 0.1 -0.053
C -1.876 -1.019 4.198 0.0 0.0 0.0 -0.289
C -1.944 -1.895 2.991 0.1 0.1 -0.1 -0.303
Sb -0.263 -1.754 1.643 -0.2 -0.5 0.3 1.343
C -0.747 -3.489 0.506 0.0 0.0 0.0 -0.295
C 1.199 -2.617 2.930 0.0 0.0 0.0 -0.288
H -2.217 3.979 3.556 0.0 0.0 0.1 0.001
H -2.953 4.242 1.963 -0.1 0.0 0.0 -0.002
H -1.285 4.744 2.260 0.1 0.1 0.0 0.000
H -0.201 2.278 4.313 0.0 0.0 0.0 0.008
H 1.025 2.568 3.045 0.1 0.0 0.0 0.006
H 0.560 0.924 3.455 0.0 -0.1 0.0 -0.010
H -3.358 0.268 2.275 0.0 0.0 0.0 0.037
H -3.608 1.727 3.223 -0.1 0.0 0.0 0.058
H -2.727 2.029 5.393 0.0 0.0 0.0 0.113
H -1.766 1.084 7.448 0.0 0.0 0.1 0.106
H -0.853 -1.224 7.432 0.0 0.0 0.1 0.105
H -0.973 -2.560 5.372 0.0 -0.1 0.0 0.110
H -2.832 -1.712 2.393 -0.1 0.0 -0.1 0.055
H -1.938 -2.947 3.270 0.0 0.0 0.0 0.068
H -0.855 -4.343 1.171 0.0 0.0 0.0 0.015
H 0.047 -3.672 -0.216 0.0 0.0 0.0 -0.007
H -1.678 -3.323 -0.033 0.0 0.0 0.0 0.013
H 0.771 -3.499 3.404 0.0 0.0 0.0 0.016
H 1.497 -1.899 3.690 0.0 0.0 0.0 0.012
H 2.075 -2.906 2.350 0.0 0.0 0.0 -0.013
N 0.424 1.510 -1.388 0.1 0.2 0.0 0.027
C -0.738 1.048 -2.164 0.0 0.0 -0.1 -0.275
C -1.077 1.867 -3.415 0.0 0.0 0.1 -0.133
C 0.068 2.165 -4.387 0.0 0.0 0.1 -0.156
C 0.829 0.950 -4.907 0.1 -0.1 0.1 -0.151
N -0.033 -0.017 -5.575 -0.4 -0.1 0.2 0.118
C -0.328 -0.053 -6.856 0.1 0.0 0.1 -0.427
N 0.239 0.774 -7.745 0.0 0.0 0.0 0.215
N -1.227 -0.943 -7.288 -0.1 -0.1 -0.1 0.207
C -0.586 -0.467 -2.410 0.0 0.1 0.0 -0.571
O -1.201 -1.024 -3.318 0.1 0.1 -0.1 0.034
O 0.163 -1.088 -1.575 -0.1 -0.2 -0.1 -0.225
H 0.182 2.286 -0.771 0.0 -0.2 -0.1 0.050
H 1.185 1.820 -1.995 -0.1 -0.1 0.1 0.101
H -1.600 1.116 -1.486 0.1 0.0 -0.1 0.136
H -1.489 2.825 -3.088 0.0 0.0 0.0 0.123
H -1.883 1.346 -3.937 0.0 0.0 0.0 0.120
H 0.796 2.841 -3.929 0.0 0.0 0.0 0.116
H -0.347 2.717 -5.234 0.0 0.0 0.0 0.118
H 1.332 0.403 -4.104 0.0 0.0 0.0 0.113
H 1.633 1.254 -5.575 0.1 0.0 0.0 0.111
H -0.605 -0.584 -4.922 0.2 0.1 -0.1 0.117
H 0.952 1.421 -7.459 0.0 0.0 0.0 0.110
H 0.084 0.657 -8.731 0.0 0.0 0.1 0.129
H -1.651 -1.585 -6.639 0.0 0.0 0.0 0.135
H -1.447 -1.040 -8.264 0.0 0.0 0.1 0.127
C 4.381 0.075 -6.623 0.0 0.0 0.0 -0.045
C 4.010 -0.321 -5.221 0.0 0.0 0.0 -0.290
C 4.358 0.468 -4.136 0.0 0.0 0.0 -0.025
C 4.070 0.087 -2.826 0.0 0.1 0.0 -0.331
C 4.532 0.964 -1.696 -0.1 0.1 0.1 -0.095
C 3.398 -1.118 -2.605 -0.2 -0.2 0.0 -0.511
Te 3.167 -1.840 -0.624 0.1 0.0 0.2 1.069
C 2.988 -1.910 -3.692 0.0 0.1 0.0 -0.321
C 2.216 -3.184 -3.516 0.0 -0.1 0.1 -0.087
C 3.314 -1.499 -4.980 0.0 0.1 0.0 -0.031
H 4.831 1.067 -6.651 0.0 0.0 0.0 0.078
H 3.511 0.073 -7.284 0.0 0.0 0.0 0.064
H 5.099 -0.628 -7.046 0.0 0.0 0.0 0.089
H 4.898 1.392 -4.302 0.0 0.1 0.0 0.117
H 4.877 1.923 -2.077 0.0 0.1 0.0 0.078
H 5.356 0.494 -1.158 0.0 0.0 0.0 0.081
H 3.748 1.140 -0.950 0.1 0.0 -0.1 0.038
H 1.330 -3.020 -2.903 0.0 0.0 0.0 0.053
H 2.813 -3.946 -3.013 0.0 0.0 0.0 0.074
H 1.912 -3.578 -4.484 0.0 0.0 0.0 0.077
H 3.023 -2.126 -5.816 0.0 0.0 0.0 0.120
F 1.910 0.862 1.031 0.2 0.0 0.1 -0.506
```
Forces are in eV/Å.

Results
- spin multiplicity = 5
- charge = +1
- HOMO level (spin up / spin down) (eV) = -9.6618 / -9.9110
- E_tot (hartree) = -3424.6027
- energy relative to the best compared isomer or geometry (same formula, charge and spin) (kcal/mol) = 0.0
- Kohn-Sham gap (spin up / spin down) (eV) = 5.92 / 7.55
- F_max (eV/Å) = 0.8

=====

Which value of F_max does entry 2 give? 0.8 eV/Å

=====

Which formula does entry 1 have? C27H45CoN6O3PS